# 1
ORCA calculation (ωB97M-V/def2-TZVPD) on a gas-phase ion, C6H11N (charge +1) at a distorted geometry.

Properties
Multiplicity: 2
<S²>: 0.7601
LUMO energy (spin up / spin down) (eV): -5.0 / -6.8
Charge: +1
Electronic energy (Eh): -289.54524
HOMO energy (spin up / spin down) (eV): -13.2 / -13.2
HOMO-LUMO gap (spin up / spin down) (eV): 8.17 / 6.34
Energy above the lowest of the compared OMol25 structures with the same formula, charge and spin (eV): 3.357

Geometry as XYZ:
```
18
Properties=species:S:1:pos:R:3:forces:R:3:lowdin_charge:R:1
C -0.687 -0.864 0.957 0.4 1.4 -0.3 0.01
C -1.583 -1.508 0.163 -4.5 -2.6 -0.5 -0.03
N -2.735 -2.262 0.491 2.4 2.0 -1.2 0.19
C -0.390 0.528 0.510 -1.0 1.6 -0.5 -0.20
C 1.054 0.514 -0.037 -1.2 -1.7 -3.0 -0.14
C 1.746 1.631 -0.318 -2.1 0.0 -0.8 -0.16
C 2.794 1.876 -1.412 2.5 -0.1 0.6 -0.11
H -0.069 -1.342 1.645 0.6 -0.6 1.8 0.13
H -1.550 -1.423 -0.923 -0.2 1.0 0.1 0.15
H -3.560 -1.921 -0.013 0.4 -0.9 -0.2 0.14
H -2.936 -2.660 1.383 0.2 0.2 0.9 0.12
H -1.259 0.863 -0.227 2.1 -0.8 0.7 0.16
H -0.553 1.342 1.271 0.4 -1.2 0.0 0.15
H 1.065 -0.445 -0.718 1.3 1.6 1.5 0.14
H 1.055 2.460 0.036 2.0 0.0 -0.1 0.13
H 3.336 0.919 -1.884 -1.6 1.9 1.3 0.12
H 3.702 2.519 -0.942 -2.2 -1.3 -1.3 0.12
H 2.308 2.457 -2.251 0.6 -0.5 1.0 0.08
```
Positions in Å, forces in eV/Å.

***

# 2
ORCA calculation (ωB97M-V/def2-TZVPD) on a molecular structure, C6H11N2 at a distorted geometry.

Properties
LUMO energy (eV): -3.4
Charge: +1
Electronic energy (Eh): -344.36975
HOMO energy (eV): -12.8
HOMO-LUMO gap (eV): 9.44
Energy above the lowest of the compared OMol25 structures with the same formula, charge and spin (eV): 3.956

Geometry as XYZ:
```
19
Properties=species:S:1:pos:R:3:forces:R:3:lowdin_charge:R:1
C 2.205 0.187 -0.353 1.0 -1.0 0.2 -0.10
C 1.599 1.324 -0.167 -4.0 -2.2 1.9 0.07
C 1.501 -1.052 0.239 2.2 -0.1 0.0 -0.17
C -0.926 -1.186 -0.289 0.4 -1.4 2.8 -0.14
C -2.035 -0.143 -0.247 1.9 -0.6 0.9 -0.03
C -0.045 0.792 0.690 6.0 0.3 0.9 -0.14
N 0.171 -0.644 0.560 -3.1 0.4 -1.3 -0.15
N -1.302 1.203 0.034 -1.4 -0.4 0.1 0.12
H 3.209 0.089 -0.830 -0.9 0.1 0.6 0.13
H 1.927 2.297 -0.195 0.4 2.1 -0.4 0.05
H 1.635 -1.877 -0.528 -0.8 0.6 1.2 0.14
H 1.982 -1.366 1.238 -0.1 0.4 -1.8 0.15
H -1.262 -2.155 0.215 0.0 1.3 -0.7 0.15
H -0.657 -1.500 -1.261 0.7 0.2 -1.3 0.10
H -2.358 -0.144 -1.241 -1.8 0.5 -1.0 0.11
H -2.636 -0.474 0.592 -0.8 1.0 -0.3 0.14
H 0.085 1.025 1.821 -1.0 0.4 -2.2 0.18
H -1.219 1.736 -0.836 0.9 -0.6 -0.2 0.18
H -1.874 1.890 0.560 0.3 -0.9 0.4 0.20
```
Positions in Å, forces in eV/Å.

***

# 3
ORCA calculation (ωB97M-V/def2-TZVPD) on a molecular structure, C6H11N2 at a distorted geometry.

Properties
LUMO energy (eV): -4.1
Charge: +1
Electronic energy (Eh): -344.28012
HOMO energy (eV): -12.9
HOMO-LUMO gap (eV): 8.86
Energy above the lowest of the compared OMol25 structures with the same formula, charge and spin (eV): 6.395

Geometry as XYZ:
```
19
Properties=species:S:1:pos:R:3:forces:R:3:lowdin_charge:R:1
C 0.587 0.702 -1.296 -0.3 -1.9 3.1 -0.13
C 1.474 1.393 -0.151 -1.9 0.7 0.6 -0.11
C -1.027 0.693 -1.180 3.4 -0.5 0.6 -0.17
C -0.472 -1.285 1.442 1.8 0.1 0.9 -0.13
C 1.330 0.509 1.116 -1.1 -1.6 -0.5 -0.01
C -1.525 0.189 0.136 2.2 1.0 0.8 0.06
N 0.153 -0.033 1.087 -0.3 0.7 -0.2 -0.03
N -1.386 -1.320 0.281 -2.2 -3.9 -0.7 -0.01
H 1.019 1.040 -2.181 0.0 0.4 -1.9 0.09
H 0.748 -0.392 -1.144 0.8 0.7 -0.7 0.10
H 2.519 1.540 -0.468 -0.5 -0.1 0.2 0.12
H 0.965 2.397 0.038 1.1 -1.0 0.0 0.15
H -1.276 1.659 -1.457 -1.6 1.7 -0.2 0.08
H -1.280 -0.039 -1.895 -0.8 -0.6 -1.4 0.10
H 0.264 -2.104 1.427 -0.5 0.0 0.0 0.15
H -0.941 -1.205 2.403 -0.7 -0.2 0.2 0.14
H 2.156 0.110 1.846 -1.5 1.0 -1.5 0.18
H -0.952 -1.986 -0.452 -0.3 1.6 0.7 0.20
H -2.356 -1.869 0.445 2.4 2.0 0.0 0.24
```
Positions in Å, forces in eV/Å.

***

# 4
ORCA calculation (ωB97M-V/def2-TZVPD) on a gas-phase ion, C6H11N2 (charge +1) at a distorted geometry.

Properties
LUMO energy (eV): -3.1
Charge: +1
Electronic energy (Eh): -344.41624
HOMO energy (eV): -14.8
HOMO-LUMO gap (eV): 11.76
Energy above the lowest of the compared OMol25 structures with the same formula, charge and spin (eV): 2.691

Geometry as XYZ:
```
19
Properties=species:S:1:pos:R:3:forces:R:3:lowdin_charge:R:1
C -2.607 -0.557 0.258 -1.9 -1.4 -1.3 -0.01
C -1.199 -0.229 -0.017 -0.9 -1.4 -0.5 -0.33
N -0.255 -1.006 0.282 1.5 -1.1 0.6 0.19
C 1.048 -0.447 0.161 -2.2 0.9 1.1 -0.30
C 2.192 -1.168 -0.492 1.7 0.4 2.5 0.03
C 1.169 0.791 1.016 -2.4 -2.3 -1.9 0.08
N 0.626 1.057 -0.365 1.6 0.0 0.7 0.06
C -0.792 1.068 -0.593 -0.8 1.1 1.1 -0.06
H -3.343 -0.328 -0.564 1.1 -0.2 0.3 0.12
H -3.064 -0.037 1.055 0.1 1.1 1.2 0.08
H -2.774 -1.618 0.539 0.5 0.5 -0.4 0.11
H 1.986 -2.227 -0.587 -0.4 0.1 -1.2 0.10
H 3.171 -1.227 0.126 -1.8 0.5 -0.3 0.13
H 2.499 -0.499 -1.267 0.2 -0.6 -1.5 0.08
H 0.425 0.927 1.763 -0.5 0.1 0.5 0.14
H 2.112 1.045 1.288 2.7 1.5 0.2 0.11
H 1.264 1.358 -1.061 0.4 0.8 -0.6 0.17
H -1.096 1.339 -1.595 0.2 -0.4 -0.4 0.15
H -1.361 1.756 0.054 0.7 0.5 -0.1 0.16
```
Positions in Å, forces in eV/Å.